26
Properties=species:S:1:pos:R:3 method="wB97M-V/def2-TZVPD" orbital_gap_ev=9.58 max_force_ev_per_a=7.58 e_lumo_ev=0.889 multiplicity=1 relative_energy_kcal_mol=73.17 smiles=C[C@H](CCN)NCN.O
O 2.160 0.450 -2.437
N -0.733 -0.240 -2.097
N -0.188 2.079 0.098
N -0.147 0.494 2.194
C 1.029 -1.094 0.955
C -1.247 -0.732 0.227
C 0.371 1.657 1.391
C -0.344 -0.823 1.513
C -0.806 -1.329 -1.038
H -2.163 -1.282 0.514
H -1.637 0.274 0.204
H -0.375 -0.492 -2.977
H 0.313 2.549 2.094
H -0.839 -1.510 2.273
H -0.888 0.757 2.623
H 1.057 -2.193 0.746
H 0.076 1.403 -0.607
H -1.511 0.270 -2.141
H 1.294 0.573 -2.132
H 0.229 -1.878 -1.078
H 1.926 -0.859 1.655
H -1.625 -2.064 -1.444
H 2.641 1.148 -1.872
H 1.442 1.399 1.356
H 1.225 -0.779 -0.108
H -1.261 2.224 0.089


26
Properties=species:S:1:pos:R:3 method="wB97M-V/def2-TZVPD" orbital_gap_ev=9.66 max_force_ev_per_a=1.45 e_lumo_ev=0.958 multiplicity=1 relative_energy_kcal_mol=112.96
O -2.023 0.578 -0.137
N 0.092 0.192 1.964
N 2.579 0.087 -0.670
N 1.666 -0.448 0.287
C -3.409 0.474 0.081
C 2.215 -1.571 1.035
C 1.209 0.641 1.159
C -1.129 -0.491 -1.490
C -0.675 0.673 -2.161
H -1.994 -1.031 -1.863
H -1.398 1.231 -1.228
H 3.150 -1.301 1.560
H 1.482 -1.891 1.773
H 0.009 0.744 2.807
H -3.646 -0.422 0.667
H 2.629 -0.558 -1.450
H -3.768 1.343 0.644
H -0.456 -1.009 -0.813
H -3.970 0.420 -0.865
H 0.977 1.475 0.489
H 2.427 -2.396 0.352
H -0.771 0.274 1.429
H -1.099 0.893 -3.134
H 0.359 0.959 -1.995
H 3.520 0.168 -0.273
H 2.023 0.966 1.832


27
Properties=species:S:1:pos:R:3 method="wB97M-V/def2-TZVPD" orbital_gap_ev="8.86 / 6.70" max_force_ev_per_a=4.33 e_lumo_ev="0.248 / 0.118" multiplicity=1 relative_energy_kcal_mol=81.82
P 0.881 -0.487 0.316
N -0.837 1.217 -1.761
N 0.380 -0.728 1.883
N 2.422 -0.148 0.140
N 0.313 -1.898 -0.292
C 1.167 -0.106 3.019
C 0.280 2.018 -1.960
C -1.030 -0.881 2.130
C -2.065 1.993 -1.435
C 0.469 -2.272 -1.704
H 1.536 -2.347 -2.061
H -0.584 -2.261 0.127
H 1.597 -0.812 3.699
H -2.795 1.328 -0.965
H -2.523 2.252 -2.466
H -1.252 -1.923 2.566
H 1.142 1.315 -1.907
H 0.231 2.657 -2.883
H -0.055 -1.619 -2.314
H 2.878 0.144 -0.660
H -1.922 3.069 -0.853
H 0.410 0.678 3.548
H -1.497 -0.220 2.921
H -1.513 -0.928 1.234
H 2.011 0.496 2.687
H 0.266 2.770 -1.101
H 0.091 -3.310 -1.909


26
Properties=species:S:1:pos:R:3 method="wB97M-V/def2-TZVPD" orbital_gap_ev=9.54 max_force_ev_per_a=1.51 e_lumo_ev=0.470 multiplicity=1 relative_energy_kcal_mol=16.43 smiles=C[C@@H]1CCCN1.O.O.O
O 1.479 -1.945 -2.642
O 2.860 3.201 0.481
O -2.933 0.724 -2.585
N -0.687 0.097 -0.452
C -1.225 1.197 0.414
C -0.813 0.864 1.845
C 0.287 -0.728 0.309
C -0.133 -2.204 0.279
C 0.351 -0.156 1.720
H -0.172 0.543 -1.195
H 3.373 2.705 1.144
H -0.369 -2.501 -0.746
H 1.973 3.216 0.855
H 0.337 -0.926 2.501
H -0.770 2.148 0.132
H 2.261 -2.289 -2.197
H -0.364 1.721 2.344
H -2.568 0.426 -3.420
H 0.776 -2.780 0.475
H -1.618 0.476 2.467
H -2.278 0.567 -1.887
H 0.881 -2.707 -2.722
H -0.881 -2.520 0.998
H 1.315 0.346 1.872
H 1.214 -0.709 -0.260
H -2.295 1.233 0.271


28
Properties=species:S:1:pos:R:3 method="wB97M-V/def2-TZVPD" s2=0.76 orbital_gap_ev="10.30 / 4.67" max_force_ev_per_a=2.69 e_lumo_ev="0.301 / -5.319" multiplicity=2
O -0.628 -0.725 -2.678
O 0.106 3.577 1.033
O -0.764 2.970 -1.506
O 0.995 0.941 -1.368
O -2.620 1.041 -1.690
O 1.547 1.359 0.743
C 1.410 -0.913 0.041
C 1.322 0.601 -0.191
C 0.136 -1.381 0.767
C 0.147 -0.963 2.223
C -0.001 -2.893 0.645
H 1.538 -1.463 -0.898
H -0.756 -0.926 0.215
H -0.070 2.240 -1.628
H -0.925 -3.248 1.150
H -0.826 -1.119 2.764
H -0.630 -1.447 -2.013
H -2.067 0.370 -2.087
H 0.875 -3.404 1.037
H 0.435 0.034 2.368
H -2.019 1.859 -1.596
H -0.134 -3.182 -0.417
H 2.302 -1.091 0.655
H 0.922 -1.520 2.815
H 0.761 2.860 0.873
H -0.498 3.198 1.715
H 0.036 -0.078 -2.338
H -0.594 3.305 -0.635


27
Properties=species:S:1:pos:R:3 method="wB97M-V/def2-TZVPD" orbital_gap_ev=9.65 max_force_ev_per_a=0.61 e_lumo_ev=0.753 multiplicity=1 relative_energy_kcal_mol=2.34 smiles=CCCCNCN.O.O
O -1.453 1.720 2.537
O 0.198 -0.454 -3.241
N -1.260 -1.204 -0.509
N -1.211 1.151 -1.175
C 1.099 -1.431 0.312
C -2.009 -0.001 -0.707
C -0.379 -1.268 0.657
C 1.843 -0.134 -0.009
C 2.040 0.774 1.192
H -1.391 1.137 1.774
H -0.235 0.246 -2.709
H 1.169 -2.104 -0.545
H -1.802 1.193 3.260
H -0.594 1.519 -0.460
H 2.675 1.633 0.964
H -0.541 -0.411 1.311
H -0.788 -1.478 -1.362
H 1.340 0.400 -0.819
H 1.129 -0.203 -3.254
H -1.822 1.893 -1.498
H -2.557 0.232 0.213
H 2.809 -0.416 -0.440
H 1.609 -1.928 1.142
H 2.481 0.243 2.033
H -0.699 -2.115 1.274
H 1.097 1.197 1.539
H -2.749 -0.190 -1.482


29
Properties=species:S:1:pos:R:3 method="wB97M-V/def2-TZVPD" orbital_gap_ev=10.05 max_force_ev_per_a=1.41 e_lumo_ev=0.544 multiplicity=1 relative_energy_kcal_mol=23.27 smiles="CC[C@H](CN)NC=O.O.O.O"
O 3.783 0.234 0.582
O 1.747 2.967 -0.109
O 1.573 -2.537 -1.416
O -2.660 -2.453 -1.303
N 0.760 -0.957 -0.044
N -1.050 2.164 -0.903
C 0.637 -1.830 -1.074
C -0.611 0.776 -1.129
C -0.844 -0.351 2.568
C -1.276 -0.185 1.117
C -0.112 0.209 0.183
H -0.384 0.582 2.915
H 0.881 2.941 -0.553
H 1.585 -1.033 0.526
H -1.788 2.233 -0.221
H 0.189 0.856 -1.867
H -1.330 2.678 -1.726
H 3.993 -0.516 0.008
H -1.713 -0.595 3.170
H -0.335 -1.880 -1.569
H -2.401 -2.965 -2.076
H -1.655 -1.126 0.724
H 0.493 0.949 0.699
H -0.013 -1.035 2.719
H 2.189 2.138 -0.333
H 4.223 0.977 0.151
H -2.391 -2.971 -0.533
H -2.088 0.545 1.075
H -1.401 0.186 -1.580


26
Properties=species:S:1:pos:R:3 method="wB97M-V/def2-TZVPD" charge=+2 s2=0.76 orbital_gap_ev="11.65 / 5.26" max_force_ev_per_a=2.60 e_lumo_ev="-6.811 / -13.194" multiplicity=2 relative_energy_kcal_mol=29.07
N -1.132 -0.161 -2.767
N 0.252 -0.656 1.197
N -1.826 -0.858 -0.461
C -1.856 -2.293 -0.794
C 2.617 2.365 1.249
C 2.004 1.067 1.773
C -1.837 0.168 -1.575
C 1.159 0.418 0.679
H 3.063 2.963 2.044
H 1.878 2.984 0.735
H 2.745 0.343 2.130
H -2.623 -0.653 0.151
H 1.771 -0.012 -0.118
H -1.988 -2.902 0.094
H -0.654 -0.784 0.492
H 0.799 -1.484 1.432
H 3.417 2.170 0.533
H -2.620 -2.552 -1.531
H -0.116 -0.228 -2.676
H -0.201 -0.322 2.053
H -1.428 1.076 -1.145
H 0.527 1.190 0.236
H -0.896 -2.551 -1.247
H -1.501 -0.963 -3.281
H 1.346 1.320 2.610
H -2.899 0.356 -1.815


29
Properties=species:S:1:pos:R:3 method="wB97M-V/def2-TZVPD" charge=+2 orbital_gap_ev="8.65 / 8.65" max_force_ev_per_a=3.76 e_lumo_ev="-6.085 / -6.085" multiplicity=1 relative_energy_kcal_mol=57.90
N -0.603 0.495 -2.007
N -5.668 0.045 -0.478
N 2.010 0.234 0.074
N -2.342 0.117 -0.524
N 5.432 -0.303 -1.025
N 3.703 -0.978 0.889
C 1.778 -0.405 2.368
C 2.567 -0.360 1.092
C -4.512 0.649 0.285
C -1.331 0.702 -0.842
C -3.322 -0.249 0.185
H 0.824 -0.638 2.050
H 6.403 -0.400 -0.753
H -6.620 -0.083 -0.013
H -4.498 1.741 -0.086
H 2.463 0.534 -0.787
H 1.645 0.516 2.880
H 2.207 -1.090 3.019
H 1.131 0.659 0.223
H 4.096 -1.329 1.708
H -5.836 0.606 -1.294
H 0.034 1.189 -2.287
H 4.389 -0.823 0.039
H -4.712 0.884 1.275
H 5.200 0.689 -1.184
H -1.189 0.270 -2.886
H -5.281 -0.856 -0.933
H 5.285 -0.774 -1.867
H -3.252 -1.040 0.878


26
Properties=species:S:1:pos:R:3 method="wB97M-V/def2-TZVPD" s2=0.75 orbital_gap_ev="3.33 / 11.18" max_force_ev_per_a=2.79 e_lumo_ev="0.453 / 0.349" multiplicity=2 relative_energy_kcal_mol=24.72
O 3.382 -4.468 -2.197
O 1.957 -2.610 -1.092
N 0.959 -0.157 -0.849
C -1.922 2.955 1.584
C 0.593 0.284 0.522
C -1.527 1.513 1.242
C -2.635 0.785 0.514
C -0.185 1.619 0.448
H 0.284 2.435 1.030
H -1.750 3.594 0.729
H -2.992 2.908 1.871
H 3.984 -5.008 -1.674
H -1.386 0.860 2.135
H -1.367 3.395 2.424
H 1.448 0.332 1.217
H 1.733 -0.866 -0.918
H -0.352 1.884 -0.592
H 3.325 -4.887 -3.068
H -3.517 0.804 1.197
H 1.577 -3.162 -1.800
H 0.080 -0.593 -1.337
H -2.466 -0.256 0.267
H 1.184 0.664 -1.463
H 2.833 -2.986 -0.990
H -0.060 -0.438 1.021
H -3.180 1.403 -0.220


32
Properties=species:S:1:pos:R:3 method="wB97M-V/def2-TZVPD" charge=+4 orbital_gap_ev=1.96 max_force_ev_per_a=2.78 e_lumo_ev=-19.688 multiplicity=1
Tl -2.664 -1.487 1.409
Tl -0.714 -3.650 -2.315
O -2.390 -3.736 -0.108
O 2.010 -0.576 4.006
O -0.400 0.565 1.959
O 1.607 0.029 -5.234
O 0.600 -0.791 -2.727
O -0.412 -1.828 -0.146
O -2.990 1.511 1.031
C 2.458 -1.261 2.882
C 0.383 0.473 -3.198
C -1.140 1.613 2.581
C -1.982 2.377 1.522
C 1.418 0.990 -4.322
H -2.450 3.258 1.954
H 0.538 0.780 2.051
H 0.900 1.833 -4.805
H 2.418 -2.367 2.967
H -2.117 -4.267 0.672
H 3.479 -0.997 2.542
H -3.809 2.006 0.864
H 2.602 -0.849 4.738
H -1.870 1.217 3.306
H -0.553 0.511 -3.809
H -0.445 2.244 3.133
H 1.854 0.392 -6.117
H 0.318 -0.825 -1.775
H 1.771 -1.036 2.060
H 2.367 1.325 -3.816
H 0.119 -1.251 0.429
H 0.341 1.271 -2.453
H -1.247 2.527 0.718


42
Properties=species:S:1:pos:R:3 method="wB97M-V/def2-TZVPD" charge=-2 orbital_gap_ev=5.20 max_force_ev_per_a=2.51 e_lumo_ev=4.529 multiplicity=1
Se 3.183 1.529 -1.182
As -0.145 0.418 3.106
As -2.470 1.551 0.773
Ti 0.474 0.624 0.083
S -4.068 1.199 -0.825
S -3.466 2.813 2.231
S -0.858 2.694 -0.298
S -0.501 -1.213 1.219
P -0.034 -1.278 -2.561
O 2.356 0.160 -0.528
O 2.845 2.823 -0.284
O 0.836 -2.355 -2.005
O -0.284 0.018 -1.792
O 2.362 1.787 -2.664
O 4.719 1.141 -1.496
O 0.891 1.166 1.733
N -2.495 -2.220 -1.883
N 2.179 -0.592 -3.896
C -1.497 -0.561 4.154
C -0.191 2.116 4.007
C -1.646 -1.955 -3.042
C 0.740 -0.783 -4.152
C 1.424 -0.416 3.873
H 2.730 -0.767 -4.726
H -1.472 -1.597 3.829
H -2.485 -0.140 3.967
H 1.513 -1.420 3.464
H -0.137 1.895 5.075
H 0.550 -1.581 -4.880
H -1.220 -0.452 5.205
H -1.400 -2.854 -3.621
H 2.457 -1.267 -3.182
H -3.579 0.012 -1.229
H 2.402 0.921 -3.192
H -2.140 -1.239 -3.712
H 0.290 0.143 -4.515
H -1.963 -2.305 -1.022
H 1.314 -0.455 4.960
H -3.034 -3.064 -2.010
H 0.650 2.712 3.667
H 2.298 0.165 3.595
H -1.125 2.625 3.756